# 1
# C5H2

A 2-piece molecular cluster, C5H2 overall in a non-equilibrium geometry (ωB97M-V/def2-TZVPD, the OMol25 dataset).

Positions of all 7 atoms, in Å:
1 C 0.45020 1.47100 2.48364
2 C 0.19630 0.61757 1.57781
3 C -0.78738 -0.15052 -1.84600
4 C -0.27635 -0.17079 -0.74775
5 C 0.23207 -0.13413 0.50517
6 H -1.23230 -0.11914 -2.79671
7 H 1.41745 -1.51400 0.82385

Properties
- Energy above the lowest of the compared OMol25 structures with the same formula, charge and spin: 69.3 kcal/mol
- HOMO-LUMO gap: 7.347 eV
- Highest occupied orbital energy: -9.60 eV
- Strongest force on any atom: 5.1 eV/A

***

# 2
# C19H22N2O6S2

One molecule with the formula C19H22N2O6S2 in a non-equilibrium geometry (ωB97M-V/def2-TZVPD, the OMol25 dataset).

Positions of all 51 atoms, in Å:
1 C 4.43175 2.23577 1.40529
2 C 3.29861 1.33333 1.89190
3 N 1.98855 1.86836 1.57429
4 C 1.42410 1.84088 0.34627
5 O 0.31606 2.28749 0.12044
6 C 2.20424 1.19958 -0.80905
7 N 1.25098 0.38578 -1.53639
8 C 0.95726 0.61764 -2.85126
9 O 1.50552 1.39122 -3.57933
10 S -0.36885 -0.46991 -3.33972
11 C -0.50665 -1.15187 -1.72744
12 C -1.35789 -2.08184 -1.24672
13 C -2.41223 -2.81846 -1.89161
14 C -3.17202 -3.70034 -1.11491
15 C -4.19825 -4.42577 -1.68977
16 C -4.48289 -4.29145 -3.03383
17 C -3.73269 -3.41720 -3.82824
18 O -4.08540 -3.35601 -5.13541
19 C -3.37029 -2.49270 -5.99034
20 C -2.70317 -2.68677 -3.25385
21 C 0.48955 -0.53584 -0.84438
22 O 0.66515 -0.78380 0.32823
23 C 1.13119 2.31028 2.66670
24 C 0.64168 1.11357 3.50491
25 C -0.16651 1.68504 4.64326
26 S 0.95761 3.00087 5.21838
27 O 1.93608 2.43461 6.10611
28 O 0.24078 4.15739 5.67372
29 C 1.76543 3.32584 3.60298
30 H 4.33621 3.22988 1.83429
31 H 4.42682 2.33421 0.32365
32 H 5.38762 1.81795 1.71027
33 H 3.40238 0.32567 1.47862
34 H 3.36485 1.23742 2.97630
35 H 2.55999 1.97454 -1.49299
36 H 3.03169 0.56942 -0.48552
37 H -1.21438 -2.29881 -0.19284
38 H -2.95368 -3.80796 -0.06344
39 H -4.78282 -5.10345 -1.08626
40 H -5.27929 -4.85022 -3.49865
41 H -3.82672 -2.60968 -6.97164
42 H -2.31306 -2.76892 -6.04639
43 H -3.45649 -1.44976 -5.67144
44 H -2.11441 -2.01130 -3.85013
45 H 0.25870 2.76185 2.18082
46 H 1.49222 0.56781 3.91726
47 H 0.07073 0.43580 2.86913
48 H -0.34310 0.98773 5.45425
49 H -1.09093 2.15428 4.32189
50 H 1.56815 4.35449 3.32240
51 H 2.82782 3.17334 3.76019

Properties
- Energy above the lowest of the compared OMol25 structures with the same formula, charge and spin: 3.1 kcal/mol
- HOMO-LUMO gap: 7.861 eV
- Highest occupied orbital energy: -8.58 eV
- Strongest force on any atom: 1.1 eV/A

***

# 3
# C4H8N3

An isolated ion of composition C4H8N3 and charge +1 in a non-equilibrium geometry (ωB97M-V/def2-TZVPD, the OMol25 dataset).

Positions of all 15 atoms, in Å:
1 C -0.91197 -2.12889 -1.76419
2 N -1.13875 -1.13056 -1.10198
3 C -0.77930 -0.36782 -0.10097
4 C -1.40062 -0.40414 1.28152
5 N 0.24187 0.44729 -0.16403
6 N 0.56479 1.56501 -0.39001
7 C 1.80691 2.07372 0.11752
8 H -1.68600 -2.53219 -2.49401
9 H 0.05000 -2.54159 -1.73333
10 H -2.37143 -0.65385 0.96933
11 H -1.44359 0.66131 1.54890
12 H -0.91706 -1.05163 2.09574
13 H 2.33481 1.67538 -0.72076
14 H 2.09278 1.74385 1.06568
15 H 1.79442 3.16265 -0.08889

Properties
- Energy above the lowest of the compared OMol25 structures with the same formula, charge and spin: 129.5 kcal/mol
- Net charge: +1
- HOMO-LUMO gap: 9.484 eV
- Highest occupied orbital energy: -13.99 eV
- Strongest force on any atom: 3.3 eV/A

***

# 4
# C7H9N2O2

An isolated ion of composition C7H9N2O2 and charge +1 in a non-equilibrium geometry (ωB97M-V/def2-TZVPD, the OMol25 dataset).

Positions of all 20 atoms, in Å:
1 C 0.31731 0.46042 1.99821
2 C -0.24362 -0.69549 1.65356
3 C -0.90487 -0.95887 0.33289
4 C -1.07416 -2.18601 -0.10580
5 O -1.18513 -3.25501 -0.50675
6 C -1.33922 0.15039 -0.59601
7 C -0.60137 0.00930 -1.99510
8 N 0.72685 0.41960 -1.79142
9 N 1.61890 -0.18858 -1.24578
10 C 2.58300 -0.60504 -0.53001
11 O 2.68694 -0.53176 0.82753
12 H 0.66752 0.36800 3.02189
13 H 0.41985 1.37772 1.31748
14 H -0.23349 -1.62412 2.28617
15 H -2.30634 -0.00722 -0.95449
16 H -1.12363 1.10443 -0.14686
17 H -0.55778 -1.08599 -2.34970
18 H -1.13773 0.73402 -2.61652
19 H 3.50462 -1.05598 -1.10172
20 H 1.97063 0.06087 1.08216

Properties
- Energy above the lowest of the compared OMol25 structures with the same formula, charge and spin: 139.1 kcal/mol
- Net charge: +1
- HOMO-LUMO gap: 6.829 eV
- Highest occupied orbital energy: -12.62 eV
- Strongest force on any atom: 3.4 eV/A

***

# 5
# C16H21N7O3S2

One molecule with the formula C16H21N7O3S2 in a non-equilibrium geometry (ωB97M-V/def2-TZVPD, the OMol25 dataset).

Positions of all 49 atoms, in Å:
1 C 0.28382 3.43417 0.51552
2 C 1.77650 3.44664 0.21720
3 C 2.52943 2.35272 0.98004
4 N 2.17273 1.02764 0.53380
5 C 2.64559 0.36413 -0.53740
6 S 3.76686 1.06785 -1.67692
7 C 2.86545 0.64896 -3.22477
8 C 1.39117 0.73386 -2.91124
9 O 0.85261 1.73724 -2.50566
10 N 0.71071 -0.44204 -3.05644
11 C -0.50842 -0.64397 -2.46243
12 N -1.10094 -1.79043 -2.45903
13 N -2.20495 -1.80233 -1.71954
14 C -2.47965 -0.68967 -1.14837
15 C -3.63033 -0.46102 -0.24248
16 C -4.15763 -1.77145 0.33383
17 S -1.31619 0.58780 -1.52713
18 N 2.12176 -0.84373 -0.68906
19 C 1.24472 -0.96047 0.33085
20 C 1.24809 0.18795 1.11153
21 C 0.40405 0.33663 2.25882
22 O 0.37559 1.27168 3.03548
23 N -0.44259 -0.76690 2.39871
24 C -1.40162 -0.73944 3.49170
25 C -0.45146 -1.93515 1.64877
26 O -1.21754 -2.83661 1.90816
27 N 0.44985 -2.02507 0.60919
28 C 0.55782 -3.26153 -0.13829
29 H -0.17992 2.54521 0.09580
30 H -0.19406 4.30146 0.06835
31 H 0.10501 3.44522 1.58803
32 H 2.20573 4.40472 0.51422
33 H 1.93198 3.31955 -0.85503
34 H 3.60762 2.47505 0.84391
35 H 2.28334 2.40908 2.04259
36 H 3.16123 1.41564 -3.93946
37 H 3.17421 -0.33806 -3.56218
38 H 1.17722 -1.28359 -3.36573
39 H -3.31783 0.21676 0.55633
40 H -4.42153 0.04529 -0.80540
41 H -4.99823 -1.57490 0.99443
42 H -3.37893 -2.28414 0.89280
43 H -4.48143 -2.42619 -0.46919
44 H -2.41200 -0.84334 3.09763
45 H -1.20906 -1.56569 4.17539
46 H -1.28645 0.21200 4.00538
47 H 0.19136 -4.06789 0.49384
48 H -0.04624 -3.21928 -1.04618
49 H 1.60254 -3.41439 -0.40035

Properties
- Energy above the lowest of the compared OMol25 structures with the same formula, charge and spin: 1.9 kcal/mol
- HOMO-LUMO gap: 8.609 eV
- Highest occupied orbital energy: -8.32 eV
- Strongest force on any atom: 1.7 eV/A

***

# 6
# C4H3I

A 2-piece molecular cluster, C4H3I overall in a non-equilibrium geometry (ωB97M-V/def2-TZVPD, the OMol25 dataset).

Positions of all 8 atoms, in Å:
1 C 0.60910 -2.02714 1.07872
2 C 1.42332 -1.25839 0.66204
3 C -1.28913 1.51474 -0.65722
4 C -0.58951 0.45772 -0.43779
5 I 2.67223 -0.09611 -0.39663
6 H -0.46919 2.03409 -1.22688
7 H -2.14848 2.15620 -0.49859
8 H -0.20833 -2.78111 1.47634

Properties
- Energy above the lowest of the compared OMol25 structures with the same formula, charge and spin: 99.7 kcal/mol
- HOMO-LUMO gap: 9.436 eV
- Highest occupied orbital energy: -9.31 eV
- Strongest force on any atom: 3.9 eV/A

***

Q: energy above the lowest of the compared OMol25 structures with the same formula, charge and spin of number 5 (C16H21N7O3S2)?
A: 1.9 kcal/mol

***

Q: What is the formula in the fifth record?
A: C16H21N7O3S2

***

What did the fifth record say?
# C16H21N7O3S2

One molecule with the formula C16H21N7O3S2 in a non-equilibrium geometry (ωB97M-V/def2-TZVPD, the OMol25 dataset).

Positions of all 49 atoms, in Å:
1 C 0.28382 3.43417 0.51552
2 C 1.77650 3.44664 0.21720
3 C 2.52943 2.35272 0.98004
4 N 2.17273 1.02764 0.53380
5 C 2.64559 0.36413 -0.53740
6 S 3.76686 1.06785 -1.67692
7 C 2.86545 0.64896 -3.22477
8 C 1.39117 0.73386 -2.91124
9 O 0.85261 1.73724 -2.50566
10 N 0.71071 -0.44204 -3.05644
11 C -0.50842 -0.64397 -2.46243
12 N -1.10094 -1.79043 -2.45903
13 N -2.20495 -1.80233 -1.71954
14 C -2.47965 -0.68967 -1.14837
15 C -3.63033 -0.46102 -0.24248
16 C -4.15763 -1.77145 0.33383
17 S -1.31619 0.58780 -1.52713
18 N 2.12176 -0.84373 -0.68906
19 C 1.24472 -0.96047 0.33085
20 C 1.24809 0.18795 1.11153
21 C 0.40405 0.33663 2.25882
22 O 0.37559 1.27168 3.03548
23 N -0.44259 -0.76690 2.39871
24 C -1.40162 -0.73944 3.49170
25 C -0.45146 -1.93515 1.64877
26 O -1.21754 -2.83661 1.90816
27 N 0.44985 -2.02507 0.60919
28 C 0.55782 -3.26153 -0.13829
29 H -0.17992 2.54521 0.09580
30 H -0.19406 4.30146 0.06835
31 H 0.10501 3.44522 1.58803
32 H 2.20573 4.40472 0.51422
33 H 1.93198 3.31955 -0.85503
34 H 3.60762 2.47505 0.84391
35 H 2.28334 2.40908 2.04259
36 H 3.16123 1.41564 -3.93946
37 H 3.17421 -0.33806 -3.56218
38 H 1.17722 -1.28359 -3.36573
39 H -3.31783 0.21676 0.55633
40 H -4.42153 0.04529 -0.80540
41 H -4.99823 -1.57490 0.99443
42 H -3.37893 -2.28414 0.89280
43 H -4.48143 -2.42619 -0.46919
44 H -2.41200 -0.84334 3.09763
45 H -1.20906 -1.56569 4.17539
46 H -1.28645 0.21200 4.00538
47 H 0.19136 -4.06789 0.49384
48 H -0.04624 -3.21928 -1.04618
49 H 1.60254 -3.41439 -0.40035

Properties
- Energy above the lowest of the compared OMol25 structures with the same formula, charge and spin: 1.9 kcal/mol
- HOMO-LUMO gap: 8.609 eV
- Highest occupied orbital energy: -8.32 eV
- Strongest force on any atom: 1.7 eV/A